Formula: C33H41AsClFNO3P2Ti
Source: OMol25
Level of theory: ωB97M-V/def2-TZVPD

## Properties
Calculated total energy in eV: -160288.1762
⟨S²⟩: 0.757
E_LUMO (spin up / spin down) in eV: 0.274 / 0.106
Gap between HOMO and LUMO (spin up / spin down) in eV: 7.49 / 7.46
2S+1: 2

Atoms and positions in Å:
1 Ti -0.59 -0.21 0.57
2 C 0.21 1.52 4.07
3 P -0.60 0.08 3.29
4 C -2.27 0.18 4.03
5 C 0.13 -1.36 4.14
6 C 0.65 -1.29 5.43
7 C 1.19 -2.41 6.04
8 C 1.20 -3.62 5.36
9 C 0.68 -3.70 4.08
10 C 0.15 -2.58 3.46
11 P -0.55 -2.63 1.75
12 C 0.35 -4.00 0.97
13 C -2.18 -3.40 2.05
14 H 1.29 1.44 3.96
15 H -0.04 1.61 5.13
16 H -0.12 2.41 3.55
17 H -2.22 0.14 5.12
18 H -2.89 -0.63 3.66
19 H -2.73 1.12 3.71
20 H 0.65 -0.34 5.97
21 H 1.61 -2.34 7.04
22 H 1.62 -4.50 5.83
23 H 0.71 -4.66 3.57
24 H 0.20 -4.94 1.50
25 H 1.42 -3.77 0.92
26 H -0.03 -4.11 -0.05
27 H -2.07 -4.36 2.56
28 H -2.68 -3.55 1.09
29 H -2.80 -2.74 2.64
30 Cl 5.64 3.38 -1.34
31 C 4.50 2.25 -0.67
32 C 4.28 1.04 -1.30
33 C 3.36 0.14 -0.76
34 C 2.64 0.43 0.40
35 C 1.62 -0.52 0.95
36 C 2.90 1.66 1.01
37 C 3.81 2.56 0.50
38 H 4.82 0.80 -2.20
39 H 3.19 -0.81 -1.26
40 H 1.78 -0.65 2.03
41 H 1.78 -1.50 0.49
42 H 2.36 1.92 1.92
43 H 4.00 3.51 0.99
44 F -5.14 -1.20 -4.32
45 C -3.98 -1.22 -3.61
46 C -3.81 -2.18 -2.64
47 C -2.62 -2.18 -1.92
48 C -1.60 -1.26 -2.15
49 C -0.34 -1.25 -1.32
50 C -1.83 -0.33 -3.17
51 C -3.01 -0.30 -3.90
52 H -4.60 -2.90 -2.45
53 H -2.48 -2.93 -1.14
54 H 0.46 -0.72 -1.85
55 H 0.02 -2.26 -1.13
56 H -1.04 0.38 -3.41
57 H -3.16 0.43 -4.69
58 C 0.23 3.68 0.41
59 As -0.10 2.23 -0.86
60 C -1.63 3.05 -1.72
61 C 1.28 2.71 -2.18
62 C 1.08 2.06 -3.53
63 C 0.25 2.65 -4.49
64 C 0.01 2.03 -5.70
65 C 0.60 0.80 -5.99
66 C 1.44 0.21 -5.05
67 C 1.68 0.84 -3.83
68 H 0.05 4.64 -0.07
69 H 1.25 3.63 0.77
70 H -0.46 3.58 1.25
71 H -1.35 4.02 -2.12
72 H -2.41 3.18 -0.96
73 H -2.02 2.42 -2.51
74 H 2.23 2.42 -1.74
75 H 1.25 3.80 -2.26
76 H -0.20 3.61 -4.28
77 H -0.63 2.50 -6.43
78 H 0.41 0.30 -6.93
79 H 1.91 -0.74 -5.26
80 H 2.33 0.38 -3.10
81 O -3.62 0.90 -0.34
82 N -2.82 0.61 0.52
83 O -2.59 -0.62 0.87
84 O -2.01 1.48 1.03

=====

Formula: C9H12
Source: OMol25
Level of theory: ωB97M-V/def2-TZVPD

## Properties
SMILES: C1=CC[C@H]2C=CC[C@@H]2C1
Calculated total energy in eV: -9521.2227
E_LUMO in eV: 1.028
Gap between HOMO and LUMO in eV: 9.89

Atoms and positions in Å:
1 C -2.20 -0.61 -0.13
2 C -2.14 0.71 0.13
3 C -0.89 1.38 0.31
4 C 0.18 0.54 -0.31
5 C 1.63 1.17 -0.18
6 C 2.55 0.16 -0.32
7 C 1.64 -1.13 0.44
8 C 0.23 -0.61 0.44
9 C -0.96 -1.39 -0.31
10 H -3.24 -1.13 -0.78
11 H -2.97 1.48 -0.09
12 H -0.98 2.52 -0.01
13 H -0.65 1.59 1.28
14 H 0.16 0.41 -1.42
15 H 2.04 2.18 -0.48
16 H 3.75 0.03 -0.40
17 H 1.92 -1.46 1.38
18 H 1.81 -2.07 -0.33
19 H -0.10 -0.54 1.39
20 H -0.63 -2.10 -1.16
21 H -1.26 -2.26 0.17

=====

Formula: C4H11N3
Source: OMol25
Level of theory: ωB97M-V/def2-TZVPD

## Properties
SMILES: [H]/N=[N+](C)/C(C)=[NH+]\C
Calculated total energy in eV: -8774.3705
E_LUMO in eV: -11.687
Gap between HOMO and LUMO in eV: 9.13
Charge: +2

Atoms and positions in Å:
1 H 0.29 -2.66 0.32
2 N 0.02 -1.74 0.39
3 N 0.56 -0.72 0.00
4 C 2.12 -0.74 -0.66
5 C -0.21 0.45 0.00
6 C 0.44 1.77 0.15
7 N -1.52 0.40 -0.12
8 C -2.39 -0.66 -0.33
9 H 2.44 -1.73 -0.56
10 H 2.75 -0.06 -0.08
11 H 2.10 -0.24 -1.60
12 H 1.36 2.12 -0.31
13 H -0.27 2.52 0.18
14 H 0.85 1.97 1.13
15 H -1.83 1.40 -0.28
16 H -1.83 -1.60 -0.48
17 H -3.10 -0.38 -1.12
18 H -3.13 -0.71 0.46

=====

Formula: C13H18BrCl16FI4N2O5P3S
Source: OMol25
Level of theory: ωB97M-V/def2-TZVPD

## Properties
Calculated total energy in eV: -371205.0286
E_LUMO in eV: -3.515
Gap between HOMO and LUMO in eV: 7.79
Charge: +1

Atoms and positions in Å:
1 C -2.36 -3.18 -1.57
2 C -0.92 -2.77 -1.48
3 C -0.03 -3.97 -1.21
4 N -0.30 -1.66 -1.66
5 C -0.59 -0.38 -1.19
6 Cl -2.34 -0.05 -0.78
7 C -0.25 0.59 -2.45
8 P -0.55 -0.56 -4.04
9 O -2.05 -1.16 -3.89
10 I -0.92 0.71 -6.11
11 S -1.38 2.01 -2.68
12 O -2.56 1.61 -3.32
13 O -1.63 2.81 -1.53
14 F -0.65 2.95 -3.68
15 C 1.26 1.04 -2.46
16 I 1.69 3.01 -1.53
17 I 2.28 1.19 -4.37
18 C 2.23 0.11 -1.63
19 I 2.89 -1.70 -2.59
20 C 1.71 -0.05 -0.20
21 N 0.22 -0.13 0.03
22 P -0.24 1.29 1.08
23 O -1.36 0.97 1.95
24 P 0.22 -1.59 1.32
25 O 0.81 -0.89 2.67
26 Br -1.80 -2.21 1.91
27 H -2.65 -3.54 -0.58
28 H -3.06 -2.40 -1.83
29 H -2.41 -4.04 -2.23
30 H 0.87 -3.66 -0.69
31 H -0.57 -4.76 -0.70
32 H 0.31 -4.30 -2.19
33 H -2.62 -0.68 -3.27
34 H 3.14 0.70 -1.56
35 H 2.11 0.79 0.37
36 H 2.23 -0.91 0.22
37 H -0.52 2.45 0.35
38 H 0.84 1.60 1.93
39 H 1.75 -1.12 2.73
40 C -4.84 2.92 0.61
41 Cl -3.92 2.94 2.12
42 Cl -5.17 1.26 0.10
43 Cl -6.35 3.81 0.78
44 H -4.25 3.40 -0.15
45 C -4.34 -4.63 3.98
46 Cl -4.60 -6.35 3.74
47 Cl -2.65 -4.29 4.37
48 Cl -4.85 -3.72 2.55
49 H -4.95 -4.31 4.82
50 C 6.92 -0.45 -2.11
51 Cl 6.52 -1.69 -3.30
52 Cl 6.19 1.10 -2.56
53 Cl 6.40 -0.94 -0.50
54 H 8.00 -0.33 -2.10
55 C -0.90 3.05 5.48
56 Cl -2.15 3.09 4.24
57 Cl -1.60 2.85 7.08
58 Cl 0.27 1.76 5.14
59 H -0.37 4.00 5.46
60 C 4.72 3.67 1.57
61 Cl 6.11 4.24 0.66
62 Cl 3.40 4.84 1.49
63 Cl 4.19 2.10 0.96
64 H 5.01 3.56 2.60

=====

- Which formula does entry 1 have?
  C33H41AsClFNO3P2Ti